# 1
8
Properties=species:S:1:pos:R:3:forces:R:3 method="wB97M-V/def2-TZVPD" total_charge=0 homo_lumo_gap_ev="6.23 / 5.71" e_homo_ev="-8.2284 / -8.1338" energy_ev=-48151.2526
C 0.075 0.775 0.212 -3.42 1.23 2.85
C -1.038 0.177 0.650 0.80 -2.16 -1.38
C 1.065 0.066 -0.478 2.25 -0.81 -2.28
S 2.396 0.754 -1.195 -0.65 -0.15 0.70
S -0.864 -2.455 -0.083 0.44 3.03 0.53
S 0.852 -1.630 -0.941 -0.14 0.21 0.41
Cl -2.529 0.443 1.246 -0.11 0.31 0.32
H 0.042 1.869 0.589 0.83 -1.68 -1.14

---

# 2
10
Properties=species:S:1:pos:R:3:forces:R:3 method="wB97M-V/def2-TZVPD" total_charge=0 homo_lumo_gap_ev=8.55 e_homo_ev=-9.4794 energy_ev=-29523.9979
C 0.132 0.308 0.390 -1.04 -0.18 2.88
C 0.256 0.668 -3.839 1.72 0.29 -0.59
C 1.590 0.200 0.765 2.25 0.77 -0.88
O -0.363 -0.216 -0.550 -0.05 0.54 -0.19
F 1.189 1.286 -4.583 -1.40 -0.58 0.80
F 1.941 0.957 1.831 -0.83 -0.01 -0.03
F 1.821 -1.061 1.104 -0.05 -0.81 0.20
I -1.626 1.438 -4.300 -0.29 0.29 -0.21
I 3.000 0.779 -0.792 -0.45 -0.14 0.04
H -0.397 0.679 1.392 0.14 -0.16 -2.02

---

In order of appearance, F_max = 4.62; 3.07 eV/Å.
In order of appearance, energy above the lowest of the compared OMol25 structures with the same formula, charge and spin = 268.31; 217.39 kJ/mol.